(1)
Here is a structure of composition C36H33As2N4O2STi from the Open Molecules 2025 dataset. Energies are from ωB97M-V with the def2-TZVPD basis set.

CARTESIAN COORDINATES (ANGSTROEM)
1 Ti -0.441 0.738 0.464
2 C -1.126 -2.850 0.029
3 C 0.004 -2.547 -0.952
4 As 0.118 -0.717 -1.628
5 C 1.937 -0.505 -2.228
6 C 2.191 0.507 -3.148
7 C 3.492 0.753 -3.558
8 C 4.539 -0.005 -3.051
9 C 4.284 -1.012 -2.134
10 C 2.983 -1.260 -1.712
11 C -0.833 -0.671 -3.292
12 C -0.537 -1.633 -4.256
13 C -1.185 -1.598 -5.481
14 C -2.111 -0.600 -5.757
15 C -2.384 0.375 -4.809
16 C -1.744 0.339 -3.576
17 As -1.474 -1.633 1.542
18 C -2.580 -0.227 0.612
19 C -2.898 0.913 1.376
20 C -3.852 1.820 0.921
21 C -4.485 1.611 -0.295
22 C -4.161 0.500 -1.066
23 C -3.214 -0.411 -0.619
24 C -2.963 -2.622 2.278
25 C -4.299 -2.257 2.167
26 C -5.279 -3.069 2.724
27 C -4.931 -4.235 3.388
28 C -3.596 -4.592 3.506
29 C -2.609 -3.783 2.962
30 H -0.906 -3.793 0.535
31 H -2.078 -3.012 -0.480
32 H -0.102 -3.184 -1.832
33 H 0.971 -2.759 -0.505
34 H 1.387 1.093 -3.578
35 H 3.687 1.531 -4.285
36 H 5.551 0.186 -3.381
37 H 5.093 -1.615 -1.744
38 H 2.813 -2.043 -0.987
39 H 0.202 -2.405 -4.077
40 H -0.959 -2.348 -6.228
41 H -2.609 -0.576 -6.717
42 H -3.086 1.168 -5.033
43 H -1.948 1.123 -2.857
44 H -2.467 1.052 2.367
45 H -4.121 2.666 1.542
46 H -5.241 2.306 -0.637
47 H -4.659 0.334 -2.013
48 H -2.997 -1.280 -1.227
49 H -4.604 -1.356 1.651
50 H -6.319 -2.784 2.635
51 H -5.699 -4.864 3.818
52 H -3.318 -5.497 4.030
53 H -1.572 -4.075 3.089
54 N 6.819 1.455 4.272
55 C 5.631 1.309 3.664
56 C 5.251 2.165 2.609
57 C 4.046 2.005 1.979
58 C 3.179 0.984 2.400
59 C 3.543 0.115 3.445
60 C 4.747 0.280 4.067
61 S 1.713 0.766 1.612
62 O 1.452 -0.587 1.089
63 O 0.490 1.113 2.407
64 N 1.515 1.630 0.281
65 C 0.924 2.893 0.328
66 N -0.398 2.806 0.079
67 C -1.110 3.946 0.047
68 C -0.487 5.152 0.244
69 C 0.884 5.127 0.503
70 N 1.596 4.005 0.549
71 H 7.441 2.207 4.031
72 H 7.083 0.879 5.052
73 H 5.923 2.952 2.292
74 H 3.770 2.667 1.170
75 H 2.877 -0.676 3.765
76 H 5.036 -0.377 4.877
77 H -2.170 3.856 -0.147
78 H -1.036 6.081 0.211
79 H 1.422 6.051 0.683

Output
Orbital gap (spin up / spin down) in Eh: 0.24561 / 0.25807
LUMO (spin up / spin down) in Eh: -0.2389 / -0.2269
HOMO energy (spin up / spin down) in eV: -13.2 / -13.2
Total charge: +2
Multiplicity: 2

***

(2)
Here is the molecule C4H5N3O at a distorted geometry from the Open Molecules 2025 dataset. Energies are from ωB97M-V with the def2-TZVPD basis set.

CARTESIAN COORDINATES (ANGSTROEM)
1 C -1.174 -1.204 -0.189
2 N -1.810 -0.227 -0.701
3 N -1.063 0.955 -0.389
4 C 0.113 0.546 0.484
5 C 1.214 0.863 -0.275
6 N 1.915 -0.065 -0.711
7 O 1.207 -1.342 -0.478
8 C 0.111 -0.986 0.560
9 H -1.400 -2.186 -0.409
10 H -1.639 1.778 -0.285
11 H 0.343 1.450 1.365
12 H 1.671 1.807 -0.412
13 H 0.514 -1.390 1.438

Output
Orbital gap in Eh: 0.35691
LUMO in Eh: 0.0203
Energy above the lowest of the compared OMol25 structures with the same formula, charge and spin in eV: 5.958
HOMO energy in eV: -9.2
Total charge: 0
Multiplicity: 1

***

(3)
Here is a structure of composition C39H45MoN10O2S2 at a distorted geometry from the Open Molecules 2025 dataset. Energies are from ωB97M-V with the def2-TZVPD basis set.

CARTESIAN COORDINATES (ANGSTROEM)
1 Mo -0.332 0.320 0.371
2 N -1.577 -0.128 -1.470
3 C -0.825 -0.206 -2.743
4 C 0.462 0.576 -2.658
5 N 1.335 0.099 -1.569
6 C 1.834 -1.287 -1.877
7 C 1.499 -2.359 -0.845
8 N 2.457 -2.356 0.264
9 C 2.467 1.052 -1.522
10 C 3.490 0.843 -0.424
11 N 2.891 1.034 0.888
12 H -2.102 -1.021 -1.361
13 H -2.236 0.638 -1.514
14 H -1.421 0.189 -3.566
15 H -0.641 -1.253 -2.957
16 H 0.234 1.622 -2.465
17 H 0.986 0.512 -3.621
18 H 2.919 -1.253 -1.970
19 H 1.444 -1.618 -2.839
20 H 1.535 -3.329 -1.342
21 H 0.472 -2.194 -0.504
22 H 2.286 -3.156 0.860
23 H 2.284 -1.532 0.836
24 H 2.039 2.048 -1.397
25 H 2.997 1.018 -2.481
26 H 4.313 1.536 -0.633
27 H 3.895 -0.169 -0.460
28 H 2.472 1.954 0.967
29 H 3.587 0.940 1.616
30 O -0.178 -4.982 -5.018
31 S 0.243 -4.727 -3.668
32 O 1.639 -4.421 -3.470
33 N -0.689 -3.582 -2.958
34 C -1.378 -4.063 -1.945
35 S -2.466 -3.195 -0.987
36 C -1.121 -5.516 -1.675
37 C -1.630 -6.308 -0.661
38 C -1.255 -7.646 -0.613
39 C -0.390 -8.183 -1.563
40 C 0.135 -7.385 -2.571
41 C -0.243 -6.058 -2.596
42 H -2.303 -5.879 0.071
43 H -1.642 -8.283 0.174
44 H -0.122 -9.232 -1.513
45 H 0.819 -7.784 -3.310
46 N -0.011 2.060 0.075
47 C 0.001 3.398 0.355
48 C 0.335 3.877 1.637
49 C 0.312 5.231 1.922
50 C -0.012 6.158 0.937
51 C -0.327 5.702 -0.337
52 C -0.324 4.348 -0.630
53 H 0.587 3.145 2.395
54 H 0.541 5.568 2.926
55 H -0.009 7.218 1.156
56 H -0.587 6.411 -1.115
57 H -0.584 4.001 -1.623
58 N -5.432 4.716 2.942
59 C -5.966 5.541 3.908
60 C -6.880 6.581 3.856
61 C -7.183 7.224 5.053
62 C -6.592 6.820 6.253
63 C -5.677 5.775 6.299
64 C -5.348 5.129 5.108
65 N -4.462 4.103 4.869
66 C -4.518 3.871 3.562
67 C -3.742 2.916 2.855
68 C -3.908 2.617 1.469
69 C -3.082 1.735 0.849
70 N -2.042 1.084 1.457
71 C -1.896 1.350 2.808
72 C -2.695 2.196 3.505
73 H -5.611 4.762 1.958
74 H -7.333 6.891 2.920
75 H -7.883 8.050 5.054
76 H -6.849 7.344 7.166
77 H -5.217 5.465 7.229
78 H -4.696 3.078 0.884
79 H -3.257 1.512 -0.194
80 H -1.100 0.821 3.308
81 H -2.537 2.353 4.564
82 C -2.430 -2.308 2.461
83 C -1.206 -2.223 3.331
84 C -1.191 -2.917 4.534
85 C -0.114 -2.848 5.402
86 C 0.961 -2.043 5.066
87 C 0.986 -1.329 3.877
88 C 2.151 -0.432 3.566
89 C -0.086 -1.437 2.962
90 N -0.059 -0.776 1.745
91 H -3.335 -2.254 3.071
92 H -2.448 -3.249 1.909
93 H -2.456 -1.504 1.735
94 H -2.057 -3.519 4.793
95 H -0.122 -3.394 6.337
96 H 1.803 -1.958 5.746
97 H 2.641 -0.105 4.485
98 H 1.806 0.437 3.009
99 H 2.890 -0.948 2.945

Output
Orbital gap (spin up / spin down) in Eh: 0.18352 / 0.26869
LUMO (spin up / spin down) in Eh: 0.0833 / 0.0764
Energy above the lowest of the compared OMol25 structures with the same formula, charge and spin in eV: 0.054
HOMO energy (spin up / spin down) in eV: -2.7 / -5.2
Total charge: -1
Multiplicity: 3